(1)
40
Properties=species:S:1:pos:R:3:forces:R:3:nbo_charge:R:1 method="wB97M-V/def2-TZVPD" homo_ev=-8.097 e_tot_ev=-86626.955 homo_lumo_gap_ev=8.5 e_above_lowest_kcal_mol=0.2
Zn 0.662046 0.411397 -0.352689 0.04 0.23 -0.21 1.603
O 1.430395 -1.090217 3.373039 0.00 0.00 0.03 -0.669
C 1.186788 -0.420911 2.369740 -0.02 0.02 -0.07 0.604
N 1.029503 -0.846967 1.121331 0.04 -0.05 0.10 -0.847
C 1.241936 -2.241491 0.864952 0.00 0.08 0.01 -0.269
C 1.351767 -2.484782 -0.622293 0.02 -0.11 -0.02 0.250
C 1.614746 -3.757456 -1.123069 0.00 0.01 -0.01 -0.248
C 1.709868 -3.937952 -2.488231 0.00 -0.01 0.01 -0.146
C 1.541340 -2.845389 -3.331336 0.00 0.00 0.00 -0.266
C 1.282236 -1.617163 -2.760965 -0.01 0.04 -0.04 0.058
N 1.189772 -1.445502 -1.438902 -0.05 0.03 0.04 -0.559
C 1.055105 1.091512 2.492801 0.01 -0.05 0.01 0.141
C 1.140554 1.705219 3.730470 0.00 0.01 0.02 -0.219
C 1.034978 3.085219 3.792935 0.00 0.00 -0.02 -0.153
C 0.851055 3.805102 2.620840 0.00 -0.02 0.02 -0.256
C 0.777045 3.112498 1.424462 -0.01 0.03 -0.05 0.051
N 0.876266 1.787322 1.367003 -0.05 -0.07 0.00 -0.540
H 2.152236 -2.603156 1.356876 0.00 -0.01 0.00 0.221
H 0.428328 -2.863081 1.262404 0.00 -0.01 0.00 0.206
H 1.743423 -4.585215 -0.437729 0.00 0.00 0.01 0.224
H 1.915711 -4.919200 -2.896090 0.00 0.00 0.00 0.221
H 1.610611 -2.943655 -4.405175 0.00 0.00 0.00 0.227
H 1.141429 -0.722787 -3.357520 0.00 0.00 0.00 0.224
H 1.290645 1.084503 4.602104 0.00 0.01 0.00 0.252
H 1.098207 3.596761 4.744681 0.00 0.00 0.00 0.220
H 0.768640 4.882706 2.626633 0.00 0.00 0.00 0.225
H 0.639777 3.616945 0.474477 0.00 -0.01 0.00 0.221
C -2.809475 -0.478136 0.331774 -0.02 -0.01 -0.01 -0.650
C -2.565101 0.500951 -0.772478 -0.02 0.01 -0.02 0.290
C -3.574439 1.091303 -1.514407 0.04 -0.01 -0.02 -0.358
C -3.181909 1.987475 -2.500562 -0.04 0.03 0.03 0.114
N -1.922680 2.311483 -2.754564 0.01 -0.03 0.01 -0.479
C -0.994562 1.713498 -1.998985 0.01 0.04 -0.01 0.271
S 0.696868 2.035774 -2.174528 -0.02 -0.16 0.11 -0.410
N -1.296098 0.813883 -1.028015 0.04 -0.01 0.05 -0.676
H -3.846951 -0.805451 0.349894 0.00 0.00 0.01 0.222
H -2.568002 -0.021043 1.293106 0.01 0.01 0.00 0.241
H -2.157575 -1.344278 0.214565 0.00 0.00 0.00 0.235
H -4.615167 0.862973 -1.339333 0.00 -0.01 0.00 0.226
H -3.929315 2.477308 -3.117216 0.01 -0.01 -0.01 0.196



(2)
102
Properties=species:S:1:pos:R:3:forces:R:3:lowdin_charge:R:1 method="wB97M-V/def2-TZVPD" homo_ev=-12.750 e_tot_ev=-112735.381 homo_lumo_gap_ev=7.0 e_above_lowest_kcal_mol=0.0 total_charge=+2
Pd -0.677763 0.255346 0.614207 0.14 0.66 1.12 0.957
N 1.512580 0.013875 0.874135 0.00 -0.12 0.17 0.004
C 1.740906 -0.762633 2.115893 0.00 -0.07 -0.18 -0.303
C 2.933024 -0.273428 2.925763 -0.04 0.04 0.05 -0.131
C 4.301248 -0.488306 2.279610 -0.04 -0.07 -0.04 -0.165
C 4.778916 -1.942930 2.269050 0.09 -0.01 0.06 -0.137
N 4.193884 -2.824409 1.245140 -0.07 0.07 -0.05 0.103
C 4.621365 -2.913544 -0.009060 0.07 0.05 0.03 -0.425
N 4.048559 -3.773165 -0.853354 -0.06 -0.01 0.01 0.223
N 5.605598 -2.126842 -0.445864 -0.01 -0.04 0.01 0.229
C 0.469747 -0.907640 2.966319 0.07 0.01 0.31 -0.600
O 0.577599 -1.317034 4.095869 -0.07 0.02 -0.05 0.116
O -0.690211 -0.686433 2.390827 0.05 -0.36 -0.54 -0.162
H 1.978722 -0.434327 0.092456 -0.06 0.12 -0.10 0.074
H 1.897975 0.951936 0.939660 0.06 0.04 0.08 0.072
H 1.906710 -1.802241 1.817548 0.09 0.05 -0.09 0.106
H 2.907838 -0.776136 3.893327 -0.06 0.02 0.01 0.127
H 2.791235 0.791688 3.133632 0.03 0.01 0.00 0.132
H 5.038727 0.056378 2.872167 0.00 0.04 -0.02 0.127
H 4.347242 -0.057083 1.273009 -0.02 -0.03 -0.02 0.107
H 4.557379 -2.409908 3.227932 0.00 0.00 0.01 0.142
H 5.865922 -1.982323 2.167711 0.00 -0.04 0.03 0.124
H 3.508321 -3.502850 1.541644 -0.01 0.00 0.00 0.145
H 3.285447 -4.359407 -0.555786 0.01 -0.03 0.01 0.105
H 4.427446 -3.933925 -1.770914 -0.01 0.00 -0.01 0.136
H 6.131235 -1.555844 0.192795 -0.01 0.02 0.00 0.119
H 5.967922 -2.224878 -1.379238 0.00 0.00 0.00 0.138
C -0.893567 6.749528 0.238551 -0.06 -0.01 -0.05 -0.029
C -2.022656 6.447553 -0.709475 0.01 0.03 0.09 -0.202
C -2.971331 7.413655 -1.032427 0.00 0.00 0.01 -0.022
C -4.023307 7.135392 -1.890382 -0.01 -0.04 -0.03 -0.053
C -4.140671 5.877274 -2.466558 -0.01 0.06 0.03 -0.064
C -3.197257 4.907242 -2.176288 0.06 -0.03 -0.01 -0.035
C -2.159490 5.190529 -1.294341 0.04 -0.05 -0.02 -0.210
N -1.184431 4.174657 -1.014590 -0.06 0.02 0.02 0.158
C -1.450958 2.969804 -0.461210 0.26 0.13 -0.08 -0.347
N -2.673974 2.804559 0.051643 -0.18 0.10 -0.05 0.168
C -3.320942 1.620705 0.448845 0.00 -0.12 -0.17 -0.186
C -2.654588 0.424139 0.668229 0.29 -0.12 -0.09 -0.169
C -3.392766 -0.703974 1.011259 -0.16 0.09 0.12 -0.131
C -4.769091 -0.645428 1.124310 0.06 -0.02 -0.01 -0.053
C -5.418351 0.563955 0.925654 -0.03 0.00 0.03 -0.025
C -4.716577 1.707597 0.593121 -0.07 0.04 0.03 -0.197
C -5.439252 3.013851 0.389595 0.00 -0.03 0.00 -0.026
N -0.525162 2.028406 -0.402509 -0.18 -0.34 -0.26 0.000
C 0.781144 2.334272 -0.889392 0.01 -0.04 -0.03 -0.305
C 1.177918 1.850047 -2.129883 0.03 -0.02 -0.05 -0.024
C 2.464851 2.080488 -2.593909 -0.01 0.00 0.02 -0.070
C 3.359815 2.795343 -1.809466 -0.03 0.00 0.03 -0.069
C 2.962228 3.273156 -0.567677 0.03 0.00 -0.05 -0.035
C 1.673664 3.054967 -0.083270 -0.01 0.04 0.07 -0.254
C 1.259251 3.558201 1.275926 0.01 -0.06 -0.01 -0.018
H -0.953303 7.776992 0.589781 0.01 0.00 0.00 0.086
H 0.080753 6.618919 -0.238723 0.01 0.01 0.01 0.085
H -0.930396 6.094512 1.111105 0.00 0.00 0.01 0.077
H -2.883844 8.399930 -0.594855 0.00 0.00 0.00 0.121
H -4.748264 7.904965 -2.117513 0.00 0.00 0.00 0.115
H -4.948456 5.661433 -3.152064 0.00 -0.01 0.00 0.113
H -3.244306 3.929559 -2.641538 -0.02 0.00 -0.01 0.125
H -0.219704 4.364049 -1.238140 -0.02 -0.01 -0.08 0.146
H -3.277955 3.607999 -0.048387 0.01 0.00 0.00 0.112
H -2.900060 -1.637464 1.230944 0.03 -0.01 0.06 0.049
H -5.329572 -1.532064 1.387510 -0.01 0.01 0.01 0.115
H -6.493112 0.624595 1.038031 0.00 -0.01 -0.01 0.122
H -6.496370 2.896391 0.614846 0.00 0.00 -0.01 0.090
H -5.361618 3.368531 -0.641728 0.01 0.01 0.00 0.083
H -5.058748 3.800549 1.047680 0.00 0.00 0.00 0.096
H 0.460110 1.301676 -2.728384 0.00 0.00 0.00 0.118
H 2.760981 1.717847 -3.569248 0.00 0.00 0.00 0.110
H 4.361057 2.993032 -2.168049 0.00 0.01 0.00 0.110
H 3.661278 3.836419 0.038915 0.00 0.00 0.01 0.119
H 2.111865 3.966267 1.815602 0.01 0.00 -0.01 0.091
H 0.809540 2.765250 1.882568 0.00 0.02 -0.01 0.077
H 0.507583 4.344965 1.202398 -0.01 0.00 0.00 0.062
C 1.332987 -6.560011 0.799252 -0.03 0.05 -0.02 -0.091
C 0.896884 -5.147699 1.169045 -0.01 0.03 -0.03 -0.303
C -0.613456 -4.945490 1.060976 0.02 0.03 0.12 -0.259
C -1.061318 -3.524815 1.447889 0.07 -0.02 0.05 -0.274
Ge -0.549040 -2.200311 0.104781 -0.20 -0.09 -0.27 1.017
C -1.440932 -2.156382 -1.632359 -0.05 -0.03 -0.03 -0.309
C -1.572094 -3.562194 -2.236602 0.02 0.05 0.02 -0.273
C -0.229642 -4.224104 -2.535579 -0.04 0.00 0.01 -0.295
C -0.385356 -5.582041 -3.206974 0.00 0.00 0.01 -0.097
H 2.413073 -6.692711 0.885462 0.01 -0.02 0.00 0.071
H 1.039626 -6.802499 -0.224521 0.01 -0.01 0.00 0.075
H 0.863470 -7.289801 1.458427 0.01 -0.02 0.00 0.088
H 1.386725 -4.415330 0.511121 0.07 0.01 -0.02 0.035
H 1.210406 -4.906790 2.191115 -0.01 -0.01 0.02 0.117
H -1.100793 -5.652929 1.736851 -0.02 0.02 0.00 0.129
H -0.949413 -5.213682 0.057742 0.00 -0.02 -0.04 0.089
H -0.601323 -3.243374 2.396235 -0.03 0.04 0.02 0.070
H -2.136205 -3.476377 1.612274 -0.02 -0.07 -0.08 0.075
H 0.978918 -2.261666 -0.103480 0.09 -0.01 -0.07 -0.023
H -0.833707 -1.516879 -2.278023 -0.04 0.02 -0.01 0.064
H -2.409834 -1.673967 -1.508694 -0.02 -0.04 0.01 0.063
H -2.149384 -3.491820 -3.161952 0.01 0.03 -0.01 0.123
H -2.157754 -4.202253 -1.570595 -0.03 -0.01 -0.01 0.108
H 0.335099 -4.347744 -1.601848 0.04 0.01 0.03 0.062
H 0.367249 -3.555660 -3.165097 -0.01 0.00 -0.02 0.114
H -0.949240 -6.270180 -2.574064 0.00 0.00 0.00 0.078
H 0.580094 -6.040304 -3.422539 0.00 0.00 0.00 0.073
H -0.924557 -5.487147 -4.149871 0.00 0.00 -0.01 0.082